[1]
Below is C54H50BrInN4O7S as an isolated structure in a non-equilibrium geometry, with properties calculated with the ωB97M-V functional and the def2-TZVPD basis.

XYZ file:
```
118
Properties=species:S:1:pos:R:3:forces:R:3:lowdin_charge:R:1
In -0.48241 -0.15838 -0.63910 0.4156 0.3474 0.1223 0.85
Br 2.06668 2.38174 -1.54771 -1.3109 -1.6798 1.1179 0.56
S 2.35356 3.84905 2.72791 1.6004 -0.6837 -0.1507 0.68
O -6.35280 0.51525 -7.75794 -0.4745 0.4116 -0.2381 -0.13
O 5.78822 -3.57661 -5.99057 1.4850 -0.9497 -0.8970 -0.11
O 1.00968 -6.46439 6.13176 1.1485 -1.2520 1.0302 -0.12
O 0.93929 3.69471 2.47444 0.1401 0.4966 0.3514 -0.32
O 1.23397 1.08021 -0.40823 0.5756 0.9966 -0.8985 -0.91
O 2.87709 4.41017 3.97088 -0.7084 -0.0605 -0.8467 -0.33
O -3.49545 5.60892 5.02350 0.3847 -0.7114 0.2566 -0.10
N -1.33328 -0.61475 1.29110 -0.2403 -0.5226 1.8932 0.04
N 0.60906 -2.02509 -0.31752 1.2718 -1.4139 -0.5654 0.04
N -2.30688 0.98028 -0.97193 -2.0027 0.7362 -0.1222 0.04
N -0.80789 -0.85092 -2.63894 1.7004 -0.1542 -0.1389 0.02
C 3.08708 2.18492 2.52953 0.0106 0.7229 -0.5322 -0.25
C -4.09071 2.15227 -1.94233 -0.1925 -1.0413 1.0635 0.01
C 3.97632 -1.98571 -3.27260 -1.0054 -0.8308 -1.5680 0.00
C 2.51049 -3.35404 -0.66646 -0.9983 0.1209 0.2030 0.01
C 0.75314 -5.86645 3.77154 0.5967 -0.7986 2.6028 0.01
C -2.57231 1.56852 1.42240 0.1335 -1.0441 -0.1386 -0.04
C -2.96752 4.00424 1.85173 0.0036 -0.8466 -1.5910 -0.02
C -3.69505 0.61858 -4.57244 0.8436 -1.4294 1.0992 -0.21
C -5.48644 0.59244 -6.71214 0.4238 0.0076 2.1241 -0.27
C 3.41952 -3.60011 -5.54967 1.2148 -0.7785 -0.1700 0.00
C 3.14327 4.66543 1.31906 1.0950 0.9238 -0.0596 -0.28
C 2.40878 -3.27582 -4.67086 0.3281 0.8727 0.1814 -0.06
C -4.95734 -0.64585 -6.21696 0.7785 0.9654 -1.1249 0.00
C 4.55144 6.39604 0.09439 -1.2925 1.9850 1.1862 -0.10
C -7.58124 -0.18874 -7.48020 0.4870 -0.8540 1.5386 -0.07
C -2.48740 -0.32257 3.28509 0.4659 -0.1046 -2.1314 -0.01
C -4.28373 1.78090 -4.94299 -0.7359 1.0530 -1.6450 -0.06
C 0.93310 -5.56096 5.15567 -0.5850 2.0284 -2.0293 -0.30
C 0.27624 -1.50135 -3.26226 0.0586 0.1654 -1.3503 -0.14
C 0.83917 -4.18415 5.52012 0.4069 -1.3408 1.0011 0.00
C -3.16378 4.96657 2.77523 0.5384 1.0186 1.5964 0.01
C 0.10780 -2.60516 2.06790 -1.3249 1.4450 -0.3799 -0.02
C 4.73789 -3.14638 -5.30567 -2.1474 0.8211 1.3305 -0.34
C 4.94675 -2.21667 -4.26798 0.5221 0.5548 0.1312 0.00
C 2.98693 1.53450 5.02919 -0.2992 0.3323 0.0782 -0.11
C -3.88892 5.05652 6.30880 0.2561 0.1784 -0.8983 -0.04
C -1.84355 -1.52313 3.33783 -0.0278 -1.1006 1.6335 -0.04
C -2.79585 0.52325 -3.39132 2.4285 0.0176 -0.0207 -0.04
C 2.23108 -7.27735 6.33009 -0.9847 0.3233 -0.5377 -0.02
C -3.00502 1.20592 -2.19247 -0.8482 0.1436 1.3317 -0.19
C -1.57018 -0.21584 -3.58222 -0.0798 -1.2444 -1.0965 -0.21
C -2.94302 4.68126 4.16043 -0.8761 0.5265 -0.1020 -0.24
C -2.01452 2.60218 3.57713 0.0858 0.0685 -0.5069 -0.02
C 0.89748 -2.69896 0.85955 -0.1239 0.1046 0.1618 -0.21
C -4.05536 2.41019 -0.58652 0.0244 0.5445 -0.1832 -0.03
C -2.25141 3.53608 4.56590 -0.5338 0.5965 -0.9183 0.00
C 1.45950 -2.14357 -2.67154 -1.4142 1.0202 0.3714 -0.05
C 0.56145 -4.84814 2.90130 -1.1430 1.1904 -1.1116 -0.08
C 0.36623 -3.50746 3.23231 1.1046 -0.3078 0.8596 -0.17
C -2.18868 0.24299 1.95102 0.9277 -0.0469 0.5936 -0.18
C 2.08210 -3.52453 0.64179 0.3776 -0.1030 -0.7731 -0.01
C 2.63761 -2.41189 -3.56789 0.1972 -1.1842 0.6970 -0.17
C 2.54533 1.28711 3.57747 -1.1000 -1.0491 1.6298 -0.30
C -5.17786 1.84304 -6.01295 -0.3434 -2.8238 -1.1624 0.05
C -3.98893 -0.58307 -5.23138 -0.2508 -0.4661 0.5838 -0.04
C 3.69788 6.12457 1.40770 0.8760 -0.6789 -0.3788 -0.23
C -2.53169 2.73170 2.27441 -0.3116 -0.6433 0.3765 -0.17
C -1.02232 -1.69638 2.20450 1.2850 0.7432 -1.9939 -0.17
C 0.53974 -3.19523 4.61861 -0.0487 0.5453 -1.8259 -0.03
C 0.07387 -1.36162 -4.74178 -0.8642 0.8968 3.3410 0.02
C -1.01851 -0.56093 -4.89701 -0.6809 0.1091 -0.0436 -0.01
C -2.99636 1.65679 0.05608 1.2259 -0.1106 -2.6316 -0.19
C 1.53286 -2.47163 -1.29310 -0.2115 0.6549 0.9694 -0.21
C 6.10341 -4.99583 -5.92893 0.0945 0.1827 0.7599 -0.05
H 2.66610 0.65888 5.58755 0.0401 0.0334 0.3424 0.07
H 2.80892 1.84119 1.50633 0.2673 0.2831 0.5864 0.09
H 4.01717 6.68267 -0.81226 -0.4385 -0.1777 0.1910 0.07
H -1.92902 -2.29236 4.15407 0.1343 1.0923 -0.9609 0.13
H -4.94014 2.43295 -2.60997 1.2144 -0.2438 0.6696 0.12
H -5.63897 2.76574 -6.32050 0.0029 0.1029 -0.1998 0.11
H -1.35187 1.77501 3.72623 -0.0156 -0.3743 0.4985 0.11
H -4.72462 3.12419 -0.11538 0.0451 -0.4687 0.1783 0.11
H 4.05187 1.65677 5.15816 0.5610 -0.2820 -0.2779 0.07
H 3.32984 -3.85944 -1.21873 -0.7487 0.4294 0.6865 0.12
H 0.35433 -5.00266 1.86361 0.1310 -0.8353 -0.4518 0.11
H -3.17554 0.02655 4.01071 -0.4759 0.5050 0.3106 0.10
H -8.40148 0.46475 -7.73855 -0.2319 0.0619 -0.2508 0.07
H 0.51522 -2.16337 4.94674 -0.1367 0.0140 0.0103 0.11
H 2.53771 -4.24057 1.33145 -0.2880 0.5859 -0.0978 0.11
H -4.85420 4.53363 6.20139 0.4033 0.0460 0.0138 0.10
H 4.04845 4.09388 1.05296 -0.5961 -0.3560 0.3209 0.09
H -1.48327 -0.20981 -5.82756 0.4181 -0.3282 0.4686 0.12
H 5.43334 -5.56152 -6.57524 0.2117 0.0409 -0.3414 0.07
H 7.16906 -5.03226 -6.25295 -0.9603 -0.3035 0.2366 0.10
H 5.86954 -1.57066 -4.28471 -0.6038 -1.4147 0.4170 0.14
H 4.33420 -1.63209 -2.30413 -0.6778 0.7124 -0.3882 0.12
H 0.65003 -1.91569 -5.40832 0.7042 -0.0884 -1.2890 0.07
H -7.65670 -1.17575 -8.02327 0.2514 1.1128 0.4826 0.10
H -3.09700 4.37137 6.62424 -0.5073 0.2932 0.5077 0.07
H -3.12558 4.13518 0.75159 0.1600 0.2894 1.3577 0.12
H 2.59882 2.43531 5.49668 -0.4464 -0.0029 -0.1404 0.06
H -3.45699 -1.48599 -4.89014 -0.5182 0.4378 -0.2572 0.13
H 3.16516 -6.68704 6.15967 -0.8454 -0.3991 0.0197 0.10
H -1.92624 3.38299 5.57831 0.1855 -0.0642 0.0481 0.11
H 1.42976 1.22599 3.58184 0.6865 0.2784 -0.3170 0.11
H 2.88843 6.83015 1.60116 0.2848 0.1487 -0.1347 0.10
H 1.42468 -3.70565 -4.84133 0.1350 0.1897 0.1823 0.12
H 2.16242 -8.17049 5.65060 0.3244 0.8086 0.7336 0.10
H 0.71236 -6.89893 3.45313 0.1592 -0.0497 -0.0651 0.12
H 4.48046 6.19842 2.20253 -1.0485 -0.1602 -0.1817 0.11
H -3.93798 2.68837 -4.50518 -0.0670 0.5630 0.3689 0.11
H 5.96100 -5.47304 -4.89977 0.3639 1.1047 -1.0320 0.11
H -4.01431 5.90045 6.98355 0.1638 -0.0990 0.0113 0.09
H 2.86045 0.25785 3.42777 0.1082 -0.1439 -0.7033 0.11
H 4.17913 2.27792 2.67721 -0.4400 0.1511 -0.3696 0.12
H 5.10732 5.54095 -0.12733 1.0490 -1.3865 -0.3304 0.04
H 3.25491 -4.29423 -6.39434 0.0196 0.4079 0.6126 0.13
H 1.01916 -3.93604 6.58579 -0.2382 -0.1637 -0.7867 0.13
H -3.35091 6.01448 2.54158 -0.4555 -0.3672 -0.0908 0.13
H 2.44810 4.56123 0.50346 -0.3329 -0.0400 -0.3165 0.05
H 5.24565 7.23475 0.28602 -0.2218 -0.4218 -0.0074 0.07
H -7.61632 -0.36626 -6.34794 -0.1695 0.0062 -1.6030 0.11
H 2.13718 -7.55231 7.39231 0.3145 -0.1597 -0.5774 0.09
H -5.10729 -1.61210 -6.75378 -0.2272 1.0352 0.4612 0.13
```
Positions in Å, forces in eV/Å.

The value obtained for the relative energy (zero: lowest compared OMol25 entry of this formula, charge and spin) is 35.2 kcal/mol. The value obtained for the total energy is -163146.75190 eV. Its spin multiplicity is 1.



[2]
Below is C54H50N6O6Pb as an isolated structure in a non-equilibrium geometry, with properties calculated with the ωB97M-V functional and the def2-TZVPD basis.

XYZ file:
```
117
Properties=species:S:1:pos:R:3:forces:R:3:lowdin_charge:R:1
Pb -0.18917 -0.56688 0.24349 -0.0796 -0.0384 0.5222 1.49
O -2.44994 -0.81198 0.34135 -0.2515 0.2430 -0.0040 -0.39
O 0.01738 -2.50121 1.71806 -0.3092 -0.1153 0.8090 -0.19
O 5.54256 2.39346 0.08313 0.0951 0.6264 0.0998 0.00
O 0.09757 -3.43032 3.77989 -0.1223 -0.1777 0.0984 -0.02
O 2.80186 -1.24214 -0.24146 -0.0245 0.2635 -0.0548 -0.05
O -0.16065 1.78566 0.27651 -0.1219 -0.6719 0.0286 -0.40
N 5.74842 0.47057 -1.14403 -1.4256 -0.9077 -0.5775 0.13
N -2.16803 0.09725 -6.48672 0.4760 -0.0849 2.3821 0.13
N -2.51265 1.38258 2.18078 0.0977 1.7936 -1.3009 0.19
N 0.11347 -0.11271 2.66089 -1.5100 1.1273 0.2562 -0.05
N 3.87024 0.81073 0.04768 -2.0812 -0.0356 0.8554 0.18
N -0.02062 -1.13297 3.63855 -1.1089 -1.1568 -2.8097 0.00
C -6.41530 0.41018 -0.41456 1.0534 0.1518 -0.5374 -0.08
C 2.08941 4.39904 -1.77588 -1.4474 0.6291 0.6269 -0.06
C -0.28906 3.02825 0.82589 0.4795 -0.2446 0.7693 -0.54
C 0.57021 3.30470 4.57920 0.7878 -0.0638 0.1372 -0.09
C -3.52150 0.64226 2.57949 0.1993 -0.8921 1.0944 -0.29
C 1.10379 6.30910 -0.65276 0.4360 0.1448 -0.5932 -0.11
C -5.09840 0.05259 -0.03040 -0.9402 0.4107 -0.4141 -0.03
C 4.80946 -1.22702 -2.65501 -0.1628 -0.2977 0.8493 -0.15
C 1.98381 5.79268 -1.61137 0.6652 -0.3214 0.1845 -0.11
C -3.17862 -2.90995 1.09458 -0.3619 0.1338 0.6570 -0.16
C -3.21519 0.48910 -3.27449 -1.3316 0.1417 0.0394 -0.06
C -1.64500 -1.44962 -3.34497 -0.9275 0.8610 -0.1520 -0.03
C 0.41075 4.03986 -0.08365 0.1704 0.0460 -0.6136 -0.16
C 0.03343 -2.49917 2.98704 0.5920 1.0193 0.0139 -0.72
C -1.91705 0.02203 -3.84507 1.0081 -1.0277 -0.0896 -0.59
C -0.77733 0.94690 -3.39336 0.2559 0.3582 0.0605 -0.04
C -3.28329 -3.48075 -0.17323 0.4603 -0.9261 0.7031 -0.03
C 5.04870 1.34787 -0.29281 1.1610 -0.7085 -0.2031 -0.61
C 5.74712 -1.89055 -0.44528 0.0096 -0.7522 0.7560 -0.15
C -1.74627 3.42456 0.92490 -1.8759 -0.6423 0.4559 -0.06
C 2.55519 2.63721 3.34347 -1.0365 0.4481 0.1384 -0.07
C -3.38826 -1.39821 1.19248 0.1892 0.4481 -1.7752 -0.49
C -7.16376 -1.66484 0.54223 0.1014 0.1857 0.0509 -0.09
C -2.73633 -5.06284 2.04271 0.1438 -0.9676 -0.9760 -0.08
C 0.45403 3.09496 2.18637 0.6086 0.1430 -0.8327 -0.14
C 3.45585 -1.50500 -4.61754 -0.6008 0.0098 -0.8483 -0.07
C -0.14015 3.46036 3.37053 0.7680 -0.6916 1.1774 -0.04
C 5.25652 -3.21166 -0.48056 -0.1163 0.6591 -0.2256 -0.02
C -2.00420 0.05739 -5.32823 -0.5341 -0.0908 -2.0778 -0.19
C 4.54624 -2.03304 -5.33681 -0.4085 0.4470 1.0999 -0.11
C 7.52016 -2.68156 1.04093 0.1471 0.7324 0.3096 -0.09
C 6.85554 -1.62867 0.35939 0.9144 -0.9254 -0.2510 -0.02
C -3.27079 -0.81772 2.61340 -0.8366 -0.9342 -0.2229 -0.05
C 1.90508 2.87272 4.58068 -0.2916 0.2118 -1.4484 -0.10
C 3.58747 -1.10823 -3.28559 -0.5533 0.2120 -0.6974 -0.01
C 6.99956 -3.96397 0.99524 -0.0689 0.0271 0.3089 -0.12
C -3.09742 -4.85265 -0.33505 0.1040 -0.0598 -0.0417 -0.08
C -5.07149 2.44614 2.52000 0.0936 -0.5136 1.2290 -0.07
C 0.33607 5.41422 0.07582 -0.6331 0.8386 1.6566 -0.06
C 3.71827 -0.43728 -0.39616 0.6345 0.5118 -0.2887 -0.47
C 4.99934 -0.81292 -1.19640 1.7758 0.6274 -0.3785 -0.27
C 5.75511 -2.19836 -4.68834 -0.7690 0.6788 0.7159 -0.09
C -2.89962 -3.70564 2.20357 0.0102 0.3035 -0.2359 -0.04
C 1.24303 3.53591 -1.07660 0.3989 0.4826 0.0708 -0.02
C 5.85969 -4.21916 0.24378 -0.0323 0.4870 -0.2763 -0.09
C 5.85727 -1.80714 -3.33682 0.5766 -1.0541 -1.5224 -0.03
C -7.41647 -0.48168 -0.16570 -0.5294 -0.5518 0.3646 -0.14
C -4.77692 1.12561 2.89836 -0.4180 1.4943 -0.9853 -0.02
C -4.81285 -1.07882 0.68625 -0.7222 -1.1402 0.2362 -0.15
C -2.84098 -5.66035 0.77829 -0.0825 1.0947 0.0929 -0.10
C 1.82909 2.76403 2.16713 -0.6283 -0.0795 0.8780 -0.02
C -4.04398 3.21717 2.01611 0.1394 0.0422 -0.6842 -0.06
C -5.87816 -1.95220 0.97958 -0.1357 0.3098 0.1756 -0.02
C -2.79479 2.64876 1.78739 1.5370 -0.4563 0.0128 -0.21
H -2.71774 -3.27650 3.18417 -0.1366 0.0234 -0.1408 0.11
H -4.24067 0.59796 -0.30575 0.7631 1.0861 -0.2539 0.09
H 2.77303 3.92805 -2.42550 0.8720 -0.0529 -0.8411 0.08
H 4.49374 -2.35499 -6.35252 -0.4506 -0.0186 -0.5962 0.08
H -2.28970 -1.12610 2.88142 0.8404 0.2113 0.8568 0.09
H -3.38120 1.52763 -3.57124 -0.1653 -0.0179 0.1558 0.09
H 7.40496 -4.77208 1.59313 0.2621 0.0857 -0.0726 0.09
H -6.05363 2.89930 2.68327 0.2521 -0.2865 -0.0113 0.10
H -0.63956 0.59191 2.79434 0.4855 -0.5398 -0.2320 0.06
H 3.60407 2.39187 3.26392 0.0766 -0.1430 0.1942 0.10
H -0.26637 5.81375 0.93297 0.4651 -0.3364 -0.8917 0.12
H 2.68938 6.45951 -2.12767 -0.4313 -0.3024 0.1220 0.09
H -6.70129 1.31496 -0.99256 0.7668 -0.5516 0.4928 0.11
H -3.42458 -2.84483 -1.01634 -0.2134 0.3826 -0.4764 0.10
H -2.43735 -5.69362 2.85809 0.0121 -0.0356 0.4459 0.09
H 5.43143 -5.19825 0.21571 -0.1413 -0.4985 0.0466 0.09
H -2.66062 -6.70939 0.64387 0.0353 -0.3666 0.0520 0.08
H 0.96619 0.41042 2.67674 0.9288 0.0666 0.2537 0.07
H -0.56413 0.79524 -2.32553 -0.3046 0.2449 -0.2172 0.04
H 4.37314 -3.39126 -1.09222 0.1505 -0.1268 0.2350 0.13
H -0.72359 -1.85582 -3.73852 0.3051 -0.0467 0.1581 0.08
H 0.13408 0.66114 -3.91787 0.1212 0.1733 -0.0991 0.08
H -1.94313 4.47667 1.08366 0.2193 0.4036 0.1411 0.10
H -1.72062 -1.46755 -2.24835 0.4957 0.1697 -0.2378 0.04
H 6.75297 -2.15119 -2.85762 0.4234 0.4697 0.5675 0.11
H -1.16822 3.73701 3.44202 -0.5522 0.2251 -0.1656 0.09
H 1.08451 7.40186 -0.46311 -0.1462 -0.8606 -0.0909 0.10
H 8.43414 -2.46616 1.65579 -1.0023 -0.1697 -0.7029 0.11
H -4.09307 -0.11643 -3.60297 0.6707 0.3395 0.1936 0.11
H -7.98779 -2.33415 0.76193 0.0709 -0.0916 -0.0304 0.09
H -5.50548 0.46409 3.30937 -0.4928 -0.3058 0.0743 0.10
H -2.08226 3.21387 -0.08897 -0.2498 0.0784 -0.2790 0.13
H -3.09240 -5.29500 -1.34085 -0.1290 0.2031 0.4306 0.10
H 1.28115 2.45964 -1.21106 0.1121 0.1721 0.0668 0.10
H -2.47377 -2.08435 -3.65029 -0.0559 -0.1286 -0.3632 0.08
H 2.48848 2.74107 5.46669 -0.0251 0.0319 0.6522 0.07
H 2.30880 2.54231 1.24088 0.2548 -0.1872 -0.5849 0.09
H 2.47249 -1.39493 -5.13660 0.8884 -0.1177 0.5622 0.11
H 2.73592 -0.71954 -2.72108 0.2278 -0.1199 -0.2870 0.12
H 0.09955 3.52736 5.54046 -0.0139 -0.0639 -0.3334 0.09
H 6.55904 -2.61211 -5.27385 0.4343 -0.1719 0.3382 0.09
H -3.13429 0.41776 -2.19286 -0.1200 0.0913 0.1812 0.07
H -8.39914 -0.25087 -0.54722 -0.3096 -0.1289 0.1323 0.08
H -0.98640 2.03216 -3.57365 0.1100 -0.9365 0.1124 0.11
H -5.67735 -2.84640 1.56624 -0.1111 0.0485 -0.1646 0.12
H -4.02757 -1.32028 3.21834 0.1217 -0.0282 0.3240 0.13
H -4.20542 4.24208 1.71670 -0.1059 0.1177 -0.0923 0.10
H 7.33337 -0.65576 0.34945 -0.2888 0.0126 0.3063 0.10
H 6.74564 0.45578 -1.13890 0.3067 0.1974 -0.0015 0.11
H 0.63381 -1.05243 4.35769 1.1623 -0.0165 1.2710 0.08
```
Positions in Å, forces in eV/Å.

The charge is -2. The value obtained for the total energy is -83286.88447 eV. Its spin multiplicity is 1.